(1)
Molecular formula: C13H16N3O5P2
Method: DFT, ωB97M-V with the def2-TZVPD basis set

Cartesian coordinates (Å):
1 N 1.423 -3.841 2.479
2 C 2.195 -3.018 2.255
3 O 2.907 -1.837 2.184
4 C 2.192 -0.972 1.305
5 C 0.740 -0.845 1.511
6 C 0.015 0.033 0.555
7 C -1.476 0.176 0.713
8 C -2.218 0.997 -0.228
9 C -3.789 1.104 -0.047
10 C -4.542 0.087 -1.010
11 O -3.676 -0.353 -2.091
12 C -5.175 -1.178 -0.292
13 N -4.286 -1.889 0.646
14 N -1.536 1.651 -1.270
15 C -0.169 1.586 -1.456
16 C 0.693 0.767 -0.551
17 C 2.174 0.623 -0.725
18 C 2.928 -0.243 0.197
19 P 4.771 -0.559 0.095
20 P 5.879 1.274 0.483
21 O 5.398 1.841 1.776
22 O 7.489 0.853 0.741
23 O 5.774 2.426 -0.730
24 H 0.166 -1.359 2.316
25 H -2.021 -0.354 1.529
26 H -3.990 0.946 1.045
27 H -4.136 2.157 -0.282
28 H -5.400 0.633 -1.511
29 H -3.302 -1.194 -1.750
30 H -5.469 -1.893 -1.121
31 H -6.106 -0.896 0.289
32 H -3.552 -2.425 0.183
33 H -3.929 -1.293 1.390
34 H -2.048 2.213 -1.961
35 H 0.306 2.150 -2.302
36 H 2.731 1.158 -1.543
37 H 5.010 -0.874 -1.292
38 H 7.832 0.320 -0.006
39 H 6.197 2.028 -1.523

Summary:
SMILES = N#COc1cc2cc(C[C@@H](O)CN)[nH+]cc2cc1PP(=O)(O)O
charge = +1
highest occupied orbital energy = -12.41 eV
frontier orbital gap = 7.30 eV
LUMO = -5.1 eV

***

(2)
Molecular formula: C47H34N2O6S
Method: DFT, ωB97M-V with the def2-TZVPD basis set

Cartesian coordinates (Å):
1 C 2.575 -0.242 4.875
2 C 2.411 -0.084 3.405
3 C 1.027 0.278 2.604
4 C 0.616 -0.581 1.244
5 C 1.626 -1.817 0.758
6 C 3.030 -1.273 0.080
7 O 2.846 0.149 -0.262
8 C 4.053 0.673 -0.948
9 C 3.871 1.525 -2.343
10 O 5.313 0.536 -0.480
11 C -0.747 -0.255 0.332
12 C -1.770 0.947 0.775
13 C -3.119 1.432 -0.020
14 C -4.176 0.237 -0.396
15 C -4.964 0.397 -1.862
16 C -6.095 -0.647 -2.427
17 C -6.490 -1.938 -1.496
18 C -5.714 -2.118 -0.060
19 C -4.561 -1.060 0.530
20 C -1.374 1.792 2.156
21 N -2.206 2.953 2.724
22 S -1.300 3.471 4.154
23 N 0.098 2.403 4.258
24 C -0.027 1.473 3.057
25 H 1.850 0.181 5.691
26 H 3.568 -0.797 5.236
27 H 3.394 -0.184 2.741
28 H 1.901 -2.425 1.731
29 H 1.043 -2.498 -0.007
30 H 3.897 -1.419 0.861
31 H 3.227 -1.956 -0.879
32 H 4.196 0.891 -3.273
33 H 2.712 1.772 -2.438
34 H 4.454 2.538 -2.282
35 H -0.954 -0.884 -0.634
36 H -3.675 2.279 0.579
37 H -2.759 1.899 -1.056
38 H -4.717 1.336 -2.542
39 H -6.615 -0.408 -3.473
40 H -7.313 -2.671 -1.908
41 H -6.046 -3.056 0.599
42 H -4.063 -1.217 1.576
43 C 0.256 4.123 0.636
44 C 0.963 4.389 1.808
45 C 1.479 5.665 2.038
46 C 1.298 6.676 1.087
47 C 0.611 6.404 -0.095
48 C 0.079 5.127 -0.317
49 C 0.457 7.450 -1.127
50 O -0.149 7.212 -2.165
51 C 1.049 8.782 -0.895
52 C 0.960 9.764 -1.889
53 C 1.507 11.031 -1.672
54 C 2.134 11.322 -0.461
55 C 2.229 10.344 0.530
56 C 1.694 9.068 0.308
57 C 1.831 8.028 1.347
58 O 2.386 8.282 2.410
59 H -0.154 3.131 0.461
60 H 1.112 3.602 2.545
61 H 2.026 5.866 2.958
62 H -0.470 4.911 -1.232
63 H 0.470 9.546 -2.836
64 H 1.441 11.791 -2.447
65 H 2.553 12.311 -0.288
66 H 2.724 10.577 1.471
67 C -0.644 -6.805 2.640
68 C -0.868 -8.179 2.725
69 C -0.804 -8.969 1.576
70 C -0.528 -8.382 0.336
71 C -0.328 -7.005 0.247
72 C -0.375 -6.216 1.404
73 C -0.085 -6.367 -1.063
74 O 0.094 -5.158 -1.141
75 C -0.069 -7.206 -2.278
76 C 0.103 -6.608 -3.533
77 C 0.133 -7.396 -4.685
78 C 0.001 -8.780 -4.588
79 C -0.176 -9.379 -3.340
80 C -0.221 -8.589 -2.183
81 C -0.444 -9.228 -0.871
82 O -0.565 -10.445 -0.785
83 H -0.685 -6.191 3.537
84 H -1.090 -8.636 3.687
85 H -0.975 -10.042 1.651
86 H -0.207 -5.142 1.345
87 H 0.211 -5.527 -3.617
88 H 0.262 -6.928 -5.659
89 H 0.031 -9.395 -5.485
90 H -0.284 -10.460 -3.272

Summary:
SMILES = C=Cc1c(CCOC(C)=O)cc(Cc2ccccc2)c2nsnc12.O=C1c2ccccc2C(=O)c2ccccc21.O=C1c2ccccc2C(=O)c2ccccc21
highest occupied orbital energy = -8.15 eV
frontier orbital gap = 6.53 eV
LUMO = -1.6 eV

***

(3)
Molecular formula: H14NaO7
Method: DFT, ωB97M-V with the def2-TZVPD basis set

Cartesian coordinates (Å):
1 Na -0.747 18.437 -28.423
2 O -0.849 16.690 -25.392
3 H -1.297 16.455 -26.223
4 H -0.129 16.054 -25.319
5 O 1.029 19.030 -26.870
6 H 1.046 18.903 -25.913
7 H 1.357 19.928 -27.006
8 O -0.866 17.503 -30.741
9 H -0.713 18.271 -31.311
10 H -1.121 16.797 -31.350
11 O -2.036 15.837 -27.858
12 H -2.072 15.162 -28.548
13 H -2.918 15.819 -27.453
14 O 1.897 17.293 -29.536
15 H 2.511 16.738 -30.031
16 H 1.237 17.553 -30.190
17 O -2.391 18.935 -26.596
18 H -2.091 18.453 -25.806
19 H -2.516 19.843 -26.296
20 O -1.063 20.798 -28.894
21 H -0.438 21.526 -28.996
22 H -1.925 21.224 -28.806

Summary:
charge = +1
highest occupied orbital energy = -14.51 eV
frontier orbital gap = 11.32 eV
energy above the lowest of the compared OMol25 structures with the same formula, charge and spin = 42.3 kJ/mol
LUMO = -3.2 eV

***

(4)
Molecular formula: C6H6O3
Method: DFT, ωB97M-V with the def2-TZVPD basis set

Cartesian coordinates (Å):
1 C 0.206 1.251 -0.148
2 C 1.442 1.014 -0.533
3 C 0.019 -1.449 -0.100
4 C 1.406 -1.167 0.229
5 C -2.117 0.353 0.430
6 C -0.765 0.235 -0.179
7 O -0.677 -2.396 -0.291
8 O 2.033 -0.213 -0.570
9 O -1.954 0.311 -0.944
10 H -0.003 2.329 -0.131
11 H 2.162 1.871 -0.846
12 H 1.329 -0.720 1.312
13 H 1.996 -2.141 0.158
14 H -2.471 -0.532 0.837
15 H -2.606 1.253 0.775

Summary:
SMILES = O=C1COC=C[C@]12CO2
highest occupied orbital energy = -8.98 eV
frontier orbital gap = 9.60 eV
energy above the lowest of the compared OMol25 structures with the same formula, charge and spin = 334.8 kJ/mol
LUMO = 0.6 eV

***

(5)
Molecular formula: BH4Rb
Method: DFT, ωB97M-V with the def2-TZVPD basis set

Cartesian coordinates (Å):
1 Rb 1.671 2.004 0.798
2 B -0.351 -0.405 -0.156
3 H -0.669 0.210 -1.156
4 H -1.060 -1.371 -0.049
5 H 0.816 -0.779 -0.242
6 H -0.407 0.341 0.805

Summary:
highest occupied orbital energy = -8.44 eV
frontier orbital gap = 7.37 eV
energy above the lowest of the compared OMol25 structures with the same formula, charge and spin = 18.8 kJ/mol
LUMO = -1.1 eV

***

(6)
Molecular formula: C5H14
Method: DFT, ωB97M-V with the def2-TZVPD basis set

Cartesian coordinates (Å):
1 C 1.930 -1.800 -1.239
2 C 1.208 -3.153 -0.863
3 H 1.177 -1.141 -1.708
4 H 2.349 -1.266 -0.298
5 H 2.801 -1.803 -1.851
6 H 0.300 -2.847 -0.412
7 H 1.941 -3.577 -0.084
8 H 1.258 -3.787 -1.695
9 C -1.623 1.300 0.954
10 C -1.569 2.727 1.414
11 C -0.580 1.111 -0.077
12 H -1.446 0.548 1.644
13 H -2.627 1.132 0.586
14 H -0.486 2.967 1.687
15 H -1.950 2.868 2.458
16 H -0.636 0.184 -0.516
17 H -0.670 1.999 -0.874
18 H -1.856 3.446 0.627
19 H 0.479 1.092 0.249

Summary:
SMILES = CCC.CC
highest occupied orbital energy = -11.19 eV
frontier orbital gap = 12.27 eV
energy above the lowest of the compared OMol25 structures with the same formula, charge and spin = 127.0 kJ/mol
LUMO = 1.1 eV

***

(7)
Molecular formula: C3H13N2O
Method: DFT, ωB97M-V with the def2-TZVPD basis set

Cartesian coordinates (Å):
1 C -0.021 1.416 -0.187
2 C -0.550 0.676 1.078
3 C -1.929 -0.050 1.054
4 N -1.874 -0.922 -0.168
5 N 0.801 0.409 -1.048
6 H -0.847 1.547 -0.823
7 H 0.284 2.502 -0.084
8 H 0.077 -0.173 1.380
9 H -0.763 1.436 1.905
10 H -2.822 0.554 1.212
11 H -1.697 -0.517 2.066
12 H -2.152 -1.902 0.243
13 H -2.626 -0.648 -0.818
14 H 1.339 0.804 -1.869
15 H 0.093 -0.283 -1.422
16 H 1.585 -0.040 -0.467
17 H 3.567 -2.123 -1.292
18 H 4.035 -1.482 0.039
19 O 3.499 -1.203 -0.799

Summary:
charge = +1
highest occupied orbital energy = -13.83 eV
frontier orbital gap = 10.78 eV
energy above the lowest of the compared OMol25 structures with the same formula, charge and spin = 202.7 kJ/mol
LUMO = -3.1 eV

***

(8)
Molecular formula: C14H16ClF9LiN2NaO6
Method: DFT, ωB97M-V with the def2-TZVPD basis set

Cartesian coordinates (Å):
1 N -3.711 0.267 0.195
2 C -3.372 -0.030 -0.890
3 O -2.901 -0.213 -2.083
4 C -2.085 0.910 -2.401
5 O -1.935 1.214 -3.756
6 C -0.988 2.194 -3.692
7 O -1.022 3.275 -4.153
8 O 0.079 1.652 -2.931
9 C -0.598 0.811 -1.948
10 C 0.088 -0.561 -2.046
11 C 0.387 -1.136 -0.633
12 C 1.840 -1.542 -0.434
13 F 2.178 -2.325 -1.504
14 F 1.933 -2.318 0.641
15 C 2.860 -0.381 -0.432
16 F 4.050 -0.877 -0.098
17 F 3.011 0.146 -1.662
18 C 2.564 0.796 0.537
19 F 1.586 1.599 0.063
20 F 3.668 1.550 0.541
21 C 2.293 0.427 2.026
22 F 1.011 0.156 2.241
23 F 2.563 1.525 2.741
24 F 3.079 -0.526 2.469
25 H -2.500 1.733 -1.805
26 H -0.597 1.295 -0.968
27 H -0.613 -1.211 -2.580
28 H 0.975 -0.483 -2.671
29 H 0.016 -0.432 0.109
30 H -0.199 -2.049 -0.523
31 C -3.718 3.637 4.878
32 C -2.884 2.783 3.955
33 O -1.690 2.983 3.785
34 N -3.506 1.767 3.303
35 C -4.900 1.374 3.365
36 H -3.084 4.400 5.321
37 H -4.518 4.128 4.323
38 H -4.143 3.030 5.678
39 H -2.891 1.239 2.704
40 H -4.960 0.341 3.709
41 H -5.326 1.436 2.363
42 H -5.474 2.004 4.036
43 Cl 2.580 -4.535 -3.040
44 Na 0.368 3.654 -2.490
45 C 5.810 -6.207 -2.520
46 O 6.551 -6.747 -3.485
47 H 4.892 -5.655 -2.853
48 H 5.381 -6.910 -1.758
49 H 6.309 -5.435 -1.873
50 Li 1.539 -2.749 -3.754

Summary:
highest occupied orbital energy = -3.82 eV
frontier orbital gap = 1.20 eV
LUMO = -2.6 eV

***

(9)
Molecular formula: C2H3N3O
Method: DFT, ωB97M-V with the def2-TZVPD basis set

Cartesian coordinates (Å):
1 O -2.138 -0.516 0.110
2 C -0.848 -0.166 0.101
3 N 0.142 -1.020 0.087
4 N 1.255 -0.288 -0.141
5 N 0.855 1.064 -0.034
6 C -0.461 1.223 0.016
7 H -2.165 -1.481 0.090
8 H 2.067 -0.589 0.399
9 H 1.281 1.758 -0.627

Summary:
highest occupied orbital energy = -9.12 eV
frontier orbital gap = 9.73 eV
energy above the lowest of the compared OMol25 structures with the same formula, charge and spin = 331.4 kJ/mol
LUMO = 0.6 eV

***

(10)
Molecular formula: C5H9NO
Method: DFT, ωB97M-V with the def2-TZVPD basis set

Cartesian coordinates (Å):
1 C -1.093 1.438 1.084
2 C -1.224 -0.058 1.025
3 N -2.233 -0.636 1.525
4 O -0.239 -0.807 0.446
5 C 0.889 -0.233 -0.160
6 C 0.883 -0.011 -1.644
7 C 1.622 -1.182 -1.046
8 H -0.192 1.749 1.623
9 H -1.059 1.879 0.083
10 H -1.968 1.815 1.615
11 H -2.138 -1.648 1.391
12 H 1.459 0.445 0.473
13 H -0.039 -0.223 -2.177
14 H 1.465 0.815 -2.043
15 H 1.161 -2.159 -1.156
16 H 2.707 -1.183 -1.039

Summary:
SMILES = [H]/N=C(/C)OC1CC1
highest occupied orbital energy = -9.63 eV
frontier orbital gap = 10.63 eV
energy above the lowest of the compared OMol25 structures with the same formula, charge and spin = 187.6 kJ/mol
LUMO = 1.0 eV

***

(11)
Molecular formula: C12H22Cl16O2
Method: DFT, ωB97M-V with the def2-TZVPD basis set

Cartesian coordinates (Å):
1 C -3.426 -3.415 2.283
2 Cl -2.417 -3.387 0.823
3 Cl -3.914 -1.760 2.681
4 Cl -4.937 -4.281 1.860
5 Cl -2.564 -4.147 3.616
6 C 1.789 2.698 -5.287
7 Cl 1.692 3.007 -3.515
8 Cl 3.515 2.660 -5.743
9 Cl 1.098 1.108 -5.605
10 Cl 1.001 3.984 -6.115
11 C -0.390 -0.030 0.437
12 C 0.327 0.419 -0.833
13 O 1.020 1.653 -0.739
14 O 0.551 -0.358 1.436
15 H -1.075 -0.845 0.230
16 H -0.965 0.855 0.725
17 H -0.287 0.347 -1.733
18 H 1.099 -0.358 -0.941
19 H 1.900 1.551 -1.125
20 H 1.371 0.129 1.267
21 Cl -2.490 4.932 -1.408
22 C -2.068 3.332 -0.803
23 C -2.968 2.877 0.350
24 Cl -3.452 1.176 0.215
25 H -1.028 3.326 -0.480
26 H -2.145 2.662 -1.656
27 H -3.916 3.411 0.312
28 H -2.529 3.077 1.324
29 Cl 0.984 0.697 5.060
30 C 0.244 -0.838 4.580
31 C -1.233 -0.949 4.903
32 Cl -1.513 -0.575 6.631
33 H 0.816 -1.650 5.024
34 H 0.334 -0.857 3.492
35 H -1.768 -1.864 4.678
36 H -1.707 -0.140 4.343
37 Cl -1.909 -2.293 -3.117
38 C -1.328 -3.841 -3.820
39 C -0.564 -4.596 -2.747
40 Cl 0.880 -3.717 -2.167
41 H -0.642 -3.575 -4.621
42 H -2.235 -4.304 -4.192
43 H -0.205 -5.553 -3.123
44 H -1.174 -4.791 -1.868
45 Cl 4.024 2.238 -1.399
46 C 4.343 2.413 0.329
47 C 4.823 1.197 1.078
48 Cl 3.561 0.149 1.742
49 H 3.445 2.893 0.717
50 H 5.093 3.198 0.445
51 H 5.404 1.545 1.933
52 H 5.533 0.588 0.521

Summary:
SMILES = ClC(Cl)(Cl)Cl.ClC(Cl)(Cl)Cl.ClCCCl.ClCCCl.ClCCCl.ClCCCl.OCCO
highest occupied orbital energy = -9.90 eV
frontier orbital gap = 10.09 eV
energy above the lowest of the compared OMol25 structures with the same formula, charge and spin = 46.7 kJ/mol
LUMO = 0.2 eV

***

(12)
Molecular formula: C3H8NO
Method: DFT, ωB97M-V with the def2-TZVPD basis set

Cartesian coordinates (Å):
1 C -0.760 0.794 -1.755
2 N -1.242 -0.319 -1.397
3 H -1.057 1.345 -2.651
4 H -0.089 1.445 -1.200
5 H -0.901 -0.824 -0.570
6 H -2.001 -0.768 -1.909
7 C 0.849 0.553 1.766
8 C 1.341 -0.536 1.043
9 O 0.598 -1.575 0.769
10 H 1.357 1.501 1.923
11 H -0.134 0.514 2.226
12 H 2.353 -0.700 0.672
13 H -0.315 -1.430 1.081

Summary:
charge = +2
highest occupied orbital energy (spin up / spin down) = -21.29 / -23.88 eV
frontier orbital gap (spin up / spin down) = 11.57 / 10.89 eV
energy above the lowest of the compared OMol25 structures with the same formula, charge and spin = 46.9 kJ/mol
expectation value of S² = 0.755
2S+1 = 2
LUMO (spin up / spin down) = -9.7 / -13.0 eV

***

(13)
Molecular formula: C6H12CoN2PS
Method: DFT, ωB97M-V with the def2-TZVPD basis set

Cartesian coordinates (Å):
1 C -1.104 -2.167 -1.342
2 C -1.026 -1.117 -2.315
3 C -1.837 -0.027 -1.884
4 C -2.499 -0.413 -0.649
5 C -2.042 -1.740 -0.323
6 Co -0.468 -0.522 -0.424
7 P 1.584 -1.272 -0.482
8 H -0.625 -3.147 -1.385
9 H -0.455 -1.170 -3.246
10 H -2.000 0.904 -2.417
11 H -2.310 -2.315 0.560
12 H -3.177 0.201 -0.054
13 H 2.712 -0.460 -0.741
14 H 1.885 -2.249 -1.487
15 H 2.105 -2.000 0.624
16 N 2.141 1.517 1.908
17 C 0.868 1.917 1.791
18 N 0.580 3.221 1.962
19 S -0.378 0.785 1.475
20 H 2.838 2.126 2.302
21 H 2.341 0.528 1.811
22 H -0.373 3.559 1.888
23 H 1.241 3.840 2.426

Summary:
charge = -1
highest occupied orbital energy (spin up / spin down) = 0.25 / -4.21 eV
frontier orbital gap (spin up / spin down) = 3.22 / 7.64 eV
expectation value of S² = 3.782
2S+1 = 4
LUMO (spin up / spin down) = 3.5 / 3.4 eV

***

(14)
Molecular formula: C6H5NO
Method: DFT, ωB97M-V with the def2-TZVPD basis set

Cartesian coordinates (Å):
1 C 1.222 -0.430 1.238
2 C 1.403 -0.278 -0.070
3 C 0.696 0.740 -0.864
4 C -0.602 1.048 -0.782
5 C -1.681 0.300 -0.131
6 C -1.533 -1.174 0.071
7 H 1.766 -1.205 1.803
8 H 0.551 0.178 1.828
9 H 2.151 -0.848 -0.599
10 H 1.292 1.307 -1.562
11 H -0.991 1.920 -1.293
12 N -1.516 -2.322 0.211
13 O -2.758 0.765 0.149

Summary:
SMILES = C=C/C=C\C(=O)C#N
highest occupied orbital energy = -10.12 eV
frontier orbital gap = 9.27 eV
energy above the lowest of the compared OMol25 structures with the same formula, charge and spin = 80.8 kJ/mol
LUMO = -0.8 eV

***

(15)
Molecular formula: C2H8NS2
Method: DFT, ωB97M-V with the def2-TZVPD basis set

Cartesian coordinates (Å):
1 C -0.918 0.217 0.856
2 C 0.420 -0.119 0.158
3 N -0.047 -0.290 -1.316
4 S 0.949 -1.698 0.848
5 S 1.473 1.421 0.200
6 H -0.742 0.569 1.827
7 H -1.428 0.992 0.347
8 H -1.670 -0.633 0.868
9 H -0.100 -1.251 -1.577
10 H 0.434 0.218 -1.984
11 H -1.114 -0.163 -1.322
12 H 2.291 -1.507 0.955
13 H 0.453 2.244 0.139

Summary:
SMILES = CC([NH3+])(S)S
charge = +1
highest occupied orbital energy = -14.32 eV
frontier orbital gap = 10.70 eV
energy above the lowest of the compared OMol25 structures with the same formula, charge and spin = 91.9 kJ/mol
LUMO = -3.6 eV

***

Number 1: total energy -47017.150 eV. Number 2: total energy -75370.412 eV. Number 3: total energy -18973.074 eV. Number 4: total energy -12457.634 eV. Number 5: total energy -1394.946 eV. Number 6: total energy -5410.734 eV. Number 7: total energy -8341.882 eV. Number 8: total energy -71637.595 eV. Number 9: total energy -8637.060 eV. Number 10: total energy -8867.268 eV. Number 11: total energy -217253.856 eV. Number 12: total energy -6756.341 eV. Number 13: total energy -67145.734 eV. Number 14: total energy -9838.371 eV. Number 15: total energy -25356.584 eV.